# C3H12N2OS2

A 2-piece molecular cluster, C3H12N2OS2 overall at a distorted geometry (ωB97M-V with the def2-TZVPD basis set, the Open Molecules 2025 dataset).

Positions of all 20 atoms, in Å:
H -3.495 -0.407 1.696
H -1.428 -0.258 0.452
C 1.276 0.635 0.062
H 2.614 2.188 0.499
H 0.653 -0.531 -2.583
C -0.020 -0.699 -1.746
H 2.379 1.922 -1.098
C 0.001 0.514 -0.825
N 1.933 1.920 -0.193
H -1.013 -0.771 -2.169
N -1.247 0.567 -0.108
H 1.012 0.588 1.110
H -1.461 1.403 0.404
H 0.017 1.420 -1.420
H 1.587 -2.109 1.163
S 0.448 -2.352 -1.137
S 0.319 -2.455 0.881
H -2.546 -1.098 2.704
O -2.961 -0.259 2.482
H 1.932 -0.219 -0.173

The value obtained for the LUMO energy is 0.417 eV. Its relative energy (zero: lowest compared OMol25 entry of this formula, charge and spin) is 3.5 kcal per mole. As for the molar mass: 156.3 g/mol. As for the SMILES: NC[C@H](N)CSS.O. The value obtained for the calculated total energy is -1102.6087 Eh.

natural (NBO) population analysis, charges in e, atoms 1 to 5:
1 H 0.473
2 H 0.365
3 C -0.236
4 H 0.363
5 H 0.225

# C3H12N2OS2

A 2-piece molecular cluster, C3H12N2OS2 overall at a distorted geometry (ωB97M-V with the def2-TZVPD basis set, the Open Molecules 2025 dataset).

Positions of all 20 atoms, in Å:
H -1.143 0.156 1.416
H 0.414 -1.522 1.618
H -0.389 -1.975 -1.294
C -0.650 -1.924 -0.192
N -2.018 -1.628 0.144
H -1.122 4.692 -0.510
C 1.664 -0.922 -0.155
S 2.235 2.087 0.426
N -0.311 0.321 0.946
H 2.722 2.172 -0.805
H -1.001 3.011 -0.611
C 0.320 -1.008 0.621
H 1.511 -0.639 -1.159
H -0.238 -2.904 -0.084
H 2.272 -1.732 -0.166
S 2.708 0.229 0.920
O -1.338 3.999 -1.092
H -0.611 0.746 0.059
H -2.311 -0.860 -0.381
H -2.713 -2.300 0.300

The value obtained for the LUMO energy is 0.505 eV. Its relative energy (zero: lowest compared OMol25 entry of this formula, charge and spin) is 42.5 kcal per mole. As for the molar mass: 156.3 g/mol. As for the SMILES: NC[C@H](N)CSS.O. The value obtained for the calculated total energy is -1102.5466 Eh.

natural (NBO) population analysis, charges in e, atoms 1 to 5:
1 H 0.369
2 H 0.199
3 H 0.161
4 C -0.260
5 N -0.862

# C3H12N2OSi

C3H12N2OSi as an isolated structure at a distorted geometry (ωB97M-V with the def2-TZVPD basis set, the Open Molecules 2025 dataset).

Positions of all 19 atoms, in Å:
N 2.855 0.558 -0.270
H 3.703 0.733 0.154
N 1.512 -1.180 0.903
H -0.859 -2.659 0.324
H 0.483 -0.653 -2.491
O 2.530 -1.020 0.038
H -2.071 -1.567 1.168
H -2.005 -1.974 -0.640
H 2.881 0.507 -1.234
H 0.382 1.143 -1.997
H -1.480 1.962 1.192
C -0.738 1.209 1.221
C -1.474 -1.759 0.250
H -0.803 0.617 2.079
H 1.603 -0.537 1.643
Si -0.512 -0.181 -0.045
H 0.203 1.739 1.257
C -0.099 0.167 -1.876
H -1.152 0.383 -2.269

The value obtained for the LUMO energy is 0.669 eV. Its relative energy (zero: lowest compared OMol25 entry of this formula, charge and spin) is 76.3 kcal per mole. As for the molar mass: 120.2 g/mol. The value obtained for the calculated total energy is -595.5624 Eh.

natural (NBO) population analysis, charges in e, atoms 1 to 5:
1 N -0.615
2 H 0.339
3 N -0.534
4 H 0.277
5 H 0.272

- What is the molar mass in the first record?
  156.3 g/mol